Record 1
{
  "formula": "C16H44ClN4O4Pd",
  "method": "the ωB97M-V functional and the def2-TZVPD basis",
  "elements": ["Pd", "Cl", "C", "C", "C", "O", "C", "N", "H", "H", "H", "H", "H", "H", "H", "H", "H", "H", "H", "C", "C", "C", "O", "C", "N", "H", "H", "H", "H", "H", "H", "H", "H", "H", "H", "H", "C", "C", "C", "O", "C", "N", "H", "H", "H", "H", "H", "H", "H", "H", "H", "H", "H", "C", "C", "C", "O", "C", "N", "H", "H", "H", "H", "H", "H", "H", "H", "H", "H", "H"],
  "positions_angstrom": [[-0.24864, -2.06771, -3.19611], [-0.12372, -1.26416, -0.86623], [1.70852, 2.22991, -0.51414], [2.73744, 1.19864, -0.93809], [3.80040, 1.80667, -1.83753], [3.16230, 2.56756, -2.85627], [4.08680, 3.10612, -3.78996], [3.41503, 0.61527, 0.23996], [2.05702, 2.94483, 0.23575], [0.80962, 1.75465, -0.11253], [1.36943, 2.86705, -1.33673], [2.25025, 0.36205, -1.44514], [4.44411, 1.05001, -2.30248], [4.42981, 2.47163, -1.23229], [4.64145, 3.91119, -3.30147], [3.51848, 3.48347, -4.63773], [4.78655, 2.34995, -4.16420], [3.30404, 1.19124, 1.06592], [2.93122, -0.24914, 0.45775], [-3.90930, -3.75372, 5.02142], [-2.50033, -4.06004, 5.49407], [-1.60013, -4.41101, 4.30690], [-1.66364, -3.34330, 3.38229], [-0.89489, -3.52870, 2.22775], [-1.98996, -2.89137, 6.20614], [-4.65906, -3.64103, 5.80186], [-4.29824, -4.56119, 4.38693], [-3.93388, -2.87345, 4.37714], [-2.55287, -4.96234, 6.10787], [-1.92164, -5.34899, 3.83221], [-0.56253, -4.52683, 4.64893], [0.15389, -3.68620, 2.50558], [-0.94602, -2.58970, 1.67397], [-1.28584, -4.30644, 1.56287], [-1.76664, -2.18698, 5.51402], [-1.18455, -3.06378, 6.79060], [-0.52215, 2.13230, -4.63257], [-0.18802, 0.65102, -4.54201], [1.27444, 0.34707, -4.30102], [1.41738, -1.06373, -4.08105], [2.78484, -1.50532, -4.11583], [-1.03374, -0.06136, -3.55461], [0.21822, 2.57722, -5.30402], [-0.36624, 2.61256, -3.66398], [-1.50257, 2.34262, -5.04878], [-0.41687, 0.22296, -5.52456], [1.72377, 0.97711, -3.52927], [1.83116, 0.59616, -5.20961], [3.34703, -1.10032, -3.27688], [3.19511, -1.29467, -5.10282], [2.78678, -2.59277, -4.03473], [-2.00653, 0.24546, -3.63990], [-0.87452, 0.32814, -2.61418], [-3.13851, -0.01148, 1.24821], [-2.61091, 1.41291, 1.11268], [-1.59217, 1.66273, 2.22654], [-1.20931, 3.01591, 2.13811], [-0.14378, 3.32812, 3.00733], [-2.03353, 1.60623, -0.21422], [-3.77938, -0.10566, 2.12627], [-2.33048, -0.73382, 1.40293], [-3.72055, -0.30119, 0.37342], [-3.46361, 2.08242, 1.24650], [-0.73398, 1.01623, 1.98077], [-2.02556, 1.43395, 3.20530], [-0.43139, 3.14670, 4.04567], [0.09554, 4.38539, 2.90208], [0.74953, 2.76935, 2.70419], [-1.46400, 2.44707, -0.22958], [-1.40051, 0.83652, -0.40939]],
  "atomic_forces_ev_per_a": [[-0.154, 1.207, 1.246], [0.128, -0.763, -1.062], [-0.922, 0.453, -0.357], [0.415, 0.255, 0.857], [-0.074, 0.565, -0.091], [0.022, -0.415, -0.417], [-0.145, -0.010, 0.295], [-0.336, -0.577, -0.356], [0.352, -0.255, 0.065], [0.156, -0.114, 0.158], [0.080, -0.194, -0.131], [-0.110, 0.112, -0.151], [0.004, -0.107, 0.195], [0.095, -0.099, -0.003], [0.139, 0.052, -0.253], [-0.004, 0.173, 0.076], [0.008, -0.031, 0.125], [0.076, 0.210, -0.133], [0.226, -0.057, 0.160], [-0.703, -0.374, -0.866], [0.050, 0.133, -0.324], [-0.089, -0.105, -0.065], [-0.305, 0.049, -0.011], [0.142, 0.639, 0.060], [-0.360, -0.096, 0.270], [0.369, 0.170, 0.332], [0.210, -0.063, 0.045], [0.103, 0.131, 0.205], [0.243, 0.264, 0.397], [-0.003, 0.034, -0.022], [-0.022, -0.107, 0.029], [0.020, -0.322, -0.246], [0.033, -0.015, -0.023], [0.130, -0.266, 0.219], [0.106, 0.090, 0.135], [0.090, -0.148, -0.148], [1.174, 0.100, 0.208], [-0.593, -0.325, -0.938], [0.031, 0.745, -0.316], [0.163, -0.074, -0.055], [-0.076, -0.789, -0.020], [-0.230, 0.730, 0.909], [-0.141, 0.109, -0.038], [-0.280, 0.068, -0.003], [-0.138, -0.158, 0.178], [-0.181, -0.193, 0.157], [-0.067, -0.395, 0.421], [-0.080, -0.082, -0.064], [0.078, 0.274, -0.170], [0.162, 0.403, 0.158], [-0.168, 0.039, 0.156], [-0.102, -0.698, -0.620], [0.488, -0.173, -0.114], [-0.040, -0.091, 0.203], [-0.193, -0.563, 0.448], [-0.360, 0.288, -0.938], [0.047, 0.147, 0.063], [0.027, 0.239, -0.257], [0.123, 0.065, -0.393], [-0.043, 0.075, -0.041], [0.046, 0.043, -0.210], [0.038, 0.005, -0.017], [0.172, 0.231, -0.122], [0.069, -0.081, 0.460], [0.187, -0.094, 0.088], [0.233, -0.188, 0.056], [-0.173, 0.033, -0.061], [0.023, -0.174, 0.357], [-0.149, 0.087, 0.116], [-0.015, -0.022, 0.184]],
  "spin_multiplicity": 3,
  "energy_ev": -47448.8876,
  "homo_energy_ha": [-0.3869, -0.3869],
  "s_squared": 2.006,
  "total_charge": 1,
  "homo_lumo_gap_ev": [6.0, 3.9]
}

Record 2
{
  "formula": "C16H44ClO10",
  "method": "the ωB97M-V functional and the def2-TZVPD basis",
  "elements": ["Cl", "O", "O", "O", "O", "C", "C", "C", "O", "H", "H", "H", "H", "H", "H", "H", "H", "C", "C", "C", "O", "H", "H", "H", "H", "H", "H", "H", "H", "C", "C", "C", "O", "H", "H", "H", "H", "H", "H", "H", "H", "C", "C", "C", "O", "H", "H", "H", "H", "H", "H", "H", "H", "C", "C", "C", "O", "H", "H", "H", "H", "H", "H", "H", "H", "C", "O", "H", "H", "H", "H"],
  "positions_angstrom": [[0.27664, 0.15479, 0.31357], [-0.17003, -0.63046, -0.81938], [0.62414, -0.73793, 1.40912], [1.43380, 0.92415, -0.03341], [-0.70600, 1.07381, 0.85551], [-0.57315, 2.78580, -2.85328], [-2.02111, 2.77502, -2.36776], [-2.64915, 1.39191, -2.55291], [-2.04487, 3.12891, -1.00732], [-0.19121, 3.80909, -2.78184], [-0.38131, 2.44376, -3.87374], [0.07742, 2.16900, -2.22523], [-2.59263, 3.49081, -2.95915], [-2.95514, 1.18751, -3.57911], [-3.52870, 1.32372, -1.90795], [-1.93721, 0.63944, -2.20224], [-1.51186, 2.50059, -0.50476], [3.25209, -3.00511, 2.29543], [2.85320, -3.42221, 0.88612], [3.49432, -4.72896, 0.47361], [1.43757, -3.55979, 0.77018], [4.27584, -2.61652, 2.30441], [3.16936, -3.84799, 2.98588], [2.63276, -2.18762, 2.66397], [3.12461, -2.59939, 0.20586], [3.35093, -5.44307, 1.29096], [4.57569, -4.60851, 0.36973], [3.09148, -5.14994, -0.44392], [1.04601, -2.67816, 0.72646], [-1.30141, -0.02778, 4.63945], [-1.38801, 1.49140, 4.73974], [-0.92811, 1.93739, 6.11489], [-0.56721, 2.09251, 3.74814], [-1.51668, -0.46195, 3.65713], [-1.92709, -0.51234, 5.39302], [-0.27306, -0.38982, 4.77377], [-2.44032, 1.75461, 4.56364], [0.12569, 1.67078, 6.20210], [-1.53978, 1.47365, 6.89094], [-1.01868, 3.01248, 6.28419], [-0.53440, 1.46123, 3.01720], [3.15725, 0.79845, -4.59241], [2.69052, 0.50411, -3.16785], [2.99348, -0.92309, -2.75340], [3.38283, 1.43519, -2.34366], [2.77479, 0.08693, -5.32681], [4.24460, 0.74846, -4.64158], [2.78646, 1.78697, -4.86329], [1.61569, 0.68620, -3.07696], [2.54185, -1.61710, -3.47092], [2.58816, -1.18566, -1.77340], [4.05872, -1.16152, -2.70806], [2.97947, 1.40485, -1.46842], [-3.49095, -1.64716, -0.00488], [-3.89347, -2.37163, -1.28298], [-2.69268, -2.77193, -2.11758], [-4.57134, -3.60036, -0.96336], [-3.07912, -0.66227, -0.24091], [-2.73291, -2.16070, 0.59374], [-4.32028, -1.48310, 0.69396], [-4.59474, -1.69144, -1.78394], [-2.04229, -3.45167, -1.56724], [-2.05684, -1.92489, -2.38019], [-3.07227, -3.29066, -2.99946], [-4.99573, -3.49830, -0.10771], [0.23585, 4.99773, 0.72952], [0.61674, 3.89040, 1.51205], [0.54923, 5.91035, 1.23440], [0.65597, 5.00593, -0.27975], [-0.85342, 5.02241, 0.64104], [0.37992, 3.07865, 1.04702]],
  "atomic_forces_ev_per_a": [[0.945, -1.058, 1.318], [-0.317, 0.803, 0.469], [-0.118, -0.223, -0.503], [0.438, 0.362, -0.673], [-0.890, 0.180, -0.812], [0.543, 0.484, -0.061], [0.618, -1.230, -0.624], [-0.058, 0.055, 0.426], [-0.407, 0.731, 0.141], [0.047, -0.064, -0.006], [-0.462, -0.006, -0.081], [-0.240, -0.042, 0.192], [-0.112, 0.334, 0.396], [0.167, -0.025, -0.067], [-0.072, 0.012, -0.118], [-0.069, -0.110, -0.162], [0.012, -0.241, 0.069], [0.227, 0.162, 0.064], [-0.601, 0.853, -0.336], [0.331, -0.090, 0.493], [0.021, -0.540, 0.019], [0.053, -0.252, 0.027], [0.019, 0.037, 0.017], [-0.181, -0.057, -0.142], [0.324, -0.262, 0.000], [-0.118, -0.129, -0.171], [-0.027, 0.063, -0.082], [-0.113, 0.161, -0.058], [0.010, 0.118, 0.222], [0.593, -0.711, -0.017], [-0.031, -0.585, -0.375], [-0.128, 0.340, -0.069], [-0.192, -0.215, 0.377], [-0.540, 0.462, -0.046], [-0.047, 0.003, -0.088], [0.005, 0.341, 0.407], [0.018, 0.256, 0.101], [-0.040, -0.082, 0.270], [0.186, -0.242, 0.018], [0.041, 0.042, -0.328], [0.102, 0.339, -0.261], [-0.400, -0.072, 0.153], [0.529, -0.120, -0.081], [-0.220, -0.700, 0.021], [0.014, 0.131, 0.033], [-0.161, -0.080, 0.156], [0.049, 0.218, 0.059], [0.305, 0.092, -0.131], [-0.060, -0.117, -0.100], [-0.025, 0.022, 0.057], [-0.136, 0.259, -0.018], [0.100, 0.357, -0.180], [-0.092, -0.040, 0.101], [0.345, 0.326, 0.456], [0.236, -0.055, 1.252], [-0.173, 0.160, -0.188], [-0.117, -0.001, -0.179], [-0.013, -0.058, -0.005], [0.095, -0.221, -0.349], [-0.244, 0.000, -0.327], [0.163, -0.250, -0.448], [-0.209, -0.095, 0.170], [-0.266, 0.092, -0.185], [0.280, 0.074, -0.156], [-0.027, 0.064, -0.011], [-0.574, -0.012, 0.038], [0.435, 0.066, -0.107], [0.137, -0.055, 0.123], [0.138, -0.136, -0.032], [-0.052, 0.163, -0.171], [0.007, 0.016, 0.102]],
  "spin_multiplicity": 1,
  "energy_ev": -50298.2060,
  "homo_energy_ha": -0.2596,
  "total_charge": -1,
  "homo_lumo_gap_ev": 9.9
}

Record 3
{
  "formula": "C16H44N4O4",
  "method": "the ωB97M-V functional and the def2-TZVPD basis",
  "elements": ["C", "C", "C", "O", "C", "N", "H", "H", "H", "H", "H", "H", "H", "H", "H", "H", "H", "C", "C", "C", "O", "C", "N", "H", "H", "H", "H", "H", "H", "H", "H", "H", "H", "H", "C", "C", "C", "O", "C", "N", "H", "H", "H", "H", "H", "H", "H", "H", "H", "H", "H", "C", "C", "C", "O", "C", "N", "H", "H", "H", "H", "H", "H", "H", "H", "H", "H", "H"],
  "positions_angstrom": [[0.97872, -6.22554, -17.29378], [1.42438, -7.57545, -16.73682], [0.25048, -8.49362, -16.33664], [-0.35638, -8.02887, -15.17133], [-1.17663, -8.95131, -14.48951], [2.25831, -8.23180, -17.74285], [0.19772, -6.27998, -18.04875], [1.88580, -5.71241, -17.60959], [0.56468, -5.68613, -16.43546], [2.05511, -7.43287, -15.85922], [0.68983, -9.50309, -16.31999], [-0.47412, -8.55986, -17.15854], [-2.11934, -9.22710, -14.96896], [-1.41003, -8.56571, -13.49581], [-0.54036, -9.83372, -14.32371], [2.44872, -9.19373, -17.48473], [1.90718, -8.21783, -18.68969], [3.87427, -11.73005, -13.58204], [2.88375, -11.30783, -12.47960], [2.35209, -9.90549, -12.59166], [3.33848, -8.91766, -12.39785], [2.84838, -7.63118, -12.64174], [1.69273, -12.18633, -12.67634], [3.44392, -11.95008, -14.55104], [4.42940, -12.58259, -13.18358], [4.63539, -10.94526, -13.67564], [3.30770, -11.54217, -11.49949], [1.58587, -9.76454, -11.80939], [1.76109, -9.80575, -13.51246], [2.44344, -7.47539, -13.64451], [3.66903, -6.94056, -12.42234], [2.10291, -7.28258, -11.90628], [0.91291, -11.85969, -12.10756], [1.90488, -13.12518, -12.36061], [2.89238, -1.16074, -22.25379], [1.49923, -1.16425, -21.61570], [1.39476, -2.10707, -20.47464], [0.10097, -1.98074, -19.88348], [-0.11676, -2.73398, -18.70845], [1.20130, 0.24884, -21.26512], [2.87870, -0.64485, -23.21092], [3.27954, -2.17289, -22.42238], [3.66520, -0.74146, -21.60503], [0.80092, -1.44560, -22.41484], [2.11509, -1.86698, -19.68515], [1.50969, -3.13699, -20.82387], [0.76798, -2.92759, -18.09298], [-0.59477, -3.68684, -18.94603], [-0.76123, -2.07573, -18.12408], [0.19574, 0.38111, -21.22541], [1.52674, 0.82988, -22.02750], [-3.55382, -7.27675, -19.32281], [-3.40013, -7.67840, -17.85397], [-4.59899, -7.21027, -17.04535], [-4.47531, -7.54222, -15.67290], [-3.78601, -6.54910, -14.92547], [-3.26839, -9.12081, -17.74859], [-4.37579, -7.77212, -19.84674], [-2.63679, -7.45629, -19.88774], [-3.73514, -6.20062, -19.42610], [-2.45331, -7.15619, -17.64832], [-5.44410, -7.79953, -17.41875], [-4.87517, -6.16576, -17.20996], [-3.91308, -6.83236, -13.87786], [-4.10827, -5.55836, -15.24335], [-2.68689, -6.60605, -14.98737], [-3.64571, -9.46790, -16.87109], [-2.32452, -9.48318, -17.73456]],
  "atomic_forces_ev_per_a": [[0.270, -0.042, 1.576], [-0.618, -0.457, -1.125], [0.496, 0.129, -0.887], [-0.284, 0.455, 0.290], [0.880, -0.713, 0.528], [0.423, -0.270, 0.247], [0.195, -0.171, -0.277], [-0.246, 0.217, -0.359], [-0.089, 0.241, -0.249], [-0.082, 0.140, 0.111], [-0.242, -0.134, 0.912], [-0.094, 0.263, -0.148], [0.137, 0.155, -0.382], [0.030, 0.307, -0.157], [-0.518, -0.287, -0.010], [0.082, 0.061, -0.130], [-0.314, 0.115, 0.080], [1.040, 0.820, 1.314], [-0.763, -1.452, -1.130], [-0.642, 0.339, 0.859], [-0.135, -0.505, -0.589], [0.301, 1.141, 0.895], [-0.187, 0.346, 0.246], [-0.337, 0.014, 0.049], [-0.124, -0.259, -0.400], [-0.120, -0.049, -0.204], [0.281, 0.620, 0.011], [0.030, -0.095, 0.131], [0.541, 0.165, -0.383], [0.113, -0.169, -0.050], [0.119, -0.134, -0.565], [-0.314, -0.604, -0.141], [0.159, -0.122, 0.011], [-0.004, -0.016, -0.071], [0.422, -0.911, 0.387], [0.344, 1.474, -1.514], [-0.847, -0.231, 1.172], [0.382, 0.088, -0.381], [-0.240, 0.601, -0.044], [-0.088, -0.504, 0.318], [0.052, 0.109, 0.009], [-0.383, -0.036, -0.230], [-0.309, 0.454, 0.077], [-0.042, -0.494, 0.192], [0.345, -0.085, -0.203], [0.349, -0.068, -0.038], [0.252, 0.096, -0.322], [-0.087, -0.039, 0.119], [-0.275, -0.497, 0.237], [0.079, -0.037, 0.218], [0.044, 0.059, 0.013], [-0.451, 0.385, -0.566], [0.737, 0.587, -1.282], [-0.032, -0.978, -0.075], [0.059, 0.539, -0.072], [0.769, -0.933, 0.274], [-0.275, -0.792, 0.571], [0.048, -0.196, 0.209], [-0.017, -0.263, 0.101], [0.016, 0.008, 0.203], [-0.187, -0.006, 1.069], [-0.032, -0.006, 0.080], [0.374, 0.157, 0.126], [-0.696, 0.629, 0.016], [-0.153, 0.153, 0.528], [-0.097, 0.006, -0.772], [-0.225, 0.288, -0.048], [0.184, 0.395, -0.376]],
  "spin_multiplicity": 1,
  "energy_ev": -31453.0386,
  "smiles": "COC[C@H](C)N.COC[C@H](C)N.COC[C@H](C)N.COC[C@H](C)N",
  "homo_energy_ha": -0.3384,
  "homo_lumo_gap_ev": 9.9
}

Going through the records in order, we get molecular weight values of 498.42; 431.97; 356.55 Da.
Going through the records in order, we get relative energy (zero: lowest compared OMol25 entry of this formula, charge and spin) values of 0.00; 0.00; 26.73 kcal per mole.